1.
Molecular formula: C39H104O13
Method: DFT, ωB97M-V/def2-TZVPD

The geometry in XYZ format:
```
156
Properties=species:S:1:pos:R:3:mulliken_charge:R:1
C -4.06 2.07 -0.46 -1.15
C -3.70 1.11 -1.63 1.36
C -4.27 1.41 -2.98 -1.72
O -2.28 1.10 -1.73 1.91
H -5.11 2.08 -0.19 0.55
H -3.71 3.09 -0.59 0.21
H -3.57 1.67 0.43 -0.14
H -4.03 0.12 -1.32 -0.21
H -4.10 0.61 -3.70 0.34
H -3.89 2.38 -3.32 0.34
H -5.36 1.47 -3.04 0.43
H -1.98 0.60 -0.97 -0.55
C 0.82 -0.51 -0.60 0.40
C -0.07 -0.11 0.60 0.86
C 0.04 1.36 0.93 -0.97
O -1.41 -0.47 0.34 -0.61
H 1.84 -0.19 -0.41 0.65
H 0.50 -0.08 -1.55 -0.83
H 0.94 -1.60 -0.66 -0.44
H 0.25 -0.69 1.47 0.23
H -0.21 1.95 0.04 -0.08
H 1.10 1.50 1.15 0.22
H -0.65 1.64 1.73 0.31
H -1.38 -1.42 0.21 -0.82
C -4.53 5.21 2.77 -1.00
C -3.99 4.16 3.71 0.47
C -2.63 3.50 3.35 0.02
O -3.65 4.83 4.91 -0.59
H -3.74 5.95 2.60 0.12
H -5.41 5.70 3.16 0.36
H -4.84 4.79 1.81 0.23
H -4.75 3.39 3.87 -0.07
H -1.85 4.25 3.24 0.02
H -2.71 2.91 2.43 -0.31
H -2.26 2.82 4.11 0.36
H -3.11 5.60 4.73 0.37
C -0.92 6.81 1.22 -1.06
C 0.17 6.55 0.20 0.30
C -0.01 5.18 -0.42 -0.86
O 0.01 7.57 -0.76 -0.60
H -0.76 6.23 2.13 0.16
H -1.92 6.56 0.85 0.26
H -0.86 7.80 1.68 0.43
H 1.17 6.59 0.63 0.40
H 0.39 4.50 0.34 0.05
H 0.56 5.07 -1.34 0.33
H -1.04 4.88 -0.60 0.29
H -0.62 7.27 -1.41 0.34
C -5.68 0.35 3.25 -1.34
C -4.79 -0.85 3.58 0.79
C -3.30 -0.63 3.53 -0.89
O -5.14 -1.13 4.93 -0.59
H -5.57 1.23 3.88 0.29
H -6.71 0.02 3.40 0.47
H -5.45 0.75 2.26 0.19
H -5.16 -1.66 2.95 0.23
H -2.87 -0.16 2.65 -0.04
H -2.83 -1.60 3.66 0.27
H -3.06 0.02 4.37 0.31
H -5.59 -0.35 5.26 0.36
C 6.21 -0.28 1.18 -1.21
C 5.63 0.21 -0.14 0.70
C 5.48 -0.92 -1.19 -1.00
O 4.40 0.83 0.11 -0.50
H 7.18 -0.73 0.97 0.50
H 5.66 -1.07 1.68 0.07
H 6.41 0.48 1.94 0.22
H 6.35 0.94 -0.52 0.31
H 6.39 -1.52 -1.27 0.46
H 5.16 -0.56 -2.17 0.18
H 4.74 -1.63 -0.81 0.07
H 3.91 0.42 0.83 0.09
C -3.13 -4.38 0.71 -1.18
C -1.72 -4.01 1.24 1.16
C -0.83 -5.12 1.85 -1.39
O -1.03 -3.45 0.18 0.39
H -3.07 -4.75 -0.32 0.15
H -3.67 -3.43 0.68 0.13
H -3.61 -5.13 1.33 0.48
H -1.90 -3.28 2.04 0.08
H -1.44 -5.68 2.56 0.46
H 0.14 -4.77 2.20 0.16
H -0.71 -5.95 1.15 0.36
H -0.76 -4.17 -0.39 -0.51
C 4.87 3.12 3.07 -1.17
C 3.85 2.87 4.22 0.30
C 2.52 3.54 3.92 -1.06
O 3.68 1.47 4.25 -0.44
H 4.50 2.72 2.13 0.21
H 5.78 2.56 3.29 0.30
H 5.28 4.13 3.07 0.44
H 4.26 3.14 5.20 0.42
H 2.41 4.63 3.94 0.42
H 1.70 3.27 4.58 0.37
H 2.28 3.32 2.88 -0.03
H 3.34 1.24 5.12 0.21
C 2.67 -2.92 2.00 -0.96
C 2.90 -1.79 2.96 0.64
C 4.00 -2.09 3.97 -1.53
O 3.29 -0.64 2.23 0.11
H 3.48 -3.29 1.39 0.37
H 1.85 -2.71 1.31 -0.39
H 2.37 -3.81 2.56 0.53
H 1.95 -1.58 3.47 0.23
H 4.04 -3.17 4.12 0.47
H 3.87 -1.62 4.95 0.35
H 5.02 -1.95 3.64 0.23
H 3.43 0.08 2.85 0.03
C -1.56 -1.71 -3.05 0.28
C -2.53 -2.93 -3.03 1.27
C -3.86 -2.54 -2.48 -1.44
O -2.67 -3.36 -4.36 -0.66
H -2.07 -0.80 -3.36 -0.28
H -0.66 -1.83 -3.65 0.21
H -1.25 -1.52 -2.02 -0.18
H -2.11 -3.78 -2.48 -0.37
H -3.83 -2.24 -1.43 0.01
H -4.58 -3.34 -2.66 0.49
H -4.21 -1.65 -3.02 0.34
H -1.95 -3.93 -4.66 0.36
C 1.58 -6.97 -2.39 -1.65
C 1.22 -5.90 -1.39 0.61
C 2.33 -4.93 -1.12 0.43
O 0.06 -5.17 -1.84 -0.41
H 2.43 -7.59 -2.10 0.42
H 1.78 -6.62 -3.40 0.35
H 0.70 -7.60 -2.39 0.41
H 0.95 -6.35 -0.44 0.09
H 1.96 -4.20 -0.40 -0.48
H 2.59 -4.36 -2.01 -0.58
H 3.25 -5.41 -0.79 0.54
H 0.10 -5.08 -2.80 0.22
C 0.26 1.81 -3.78 -0.88
C -0.60 3.02 -4.17 0.66
C -1.55 2.79 -5.38 -1.60
O -1.37 3.45 -3.04 -0.60
H -0.20 0.89 -3.41 -0.31
H 0.83 2.00 -2.88 0.33
H 0.98 1.52 -4.54 0.54
H 0.07 3.83 -4.44 0.38
H -2.30 3.56 -5.57 0.33
H -2.05 1.82 -5.36 0.23
H -0.94 2.70 -6.27 0.46
H -1.71 2.69 -2.57 -0.04
C 4.35 -2.20 -5.41 -1.58
C 3.22 -2.76 -4.58 0.55
C 2.61 -1.58 -3.82 -0.13
O 2.28 -3.36 -5.42 -0.61
H 4.90 -2.95 -5.98 0.40
H 5.07 -1.67 -4.79 0.32
H 3.95 -1.51 -6.15 0.41
H 3.64 -3.54 -3.93 0.26
H 3.36 -0.92 -3.39 0.14
H 2.07 -1.78 -2.90 -0.54
H 1.87 -1.03 -4.40 0.30
H 2.16 -2.81 -6.20 0.39
```

For the HOMO-LUMO gap, the calculation gives 9.820 eV. The relative energy (zero: lowest compared OMol25 entry of this formula, charge and spin) comes out at 265.29 kJ/mol.

2.
Molecular formula: C4H15NO2Si2
Method: DFT, ωB97M-V/def2-TZVPD

The geometry in XYZ format:
```
24
Properties=species:S:1:pos:R:3:mulliken_charge:R:1
C 0.67 0.27 -2.67 -0.32
C -3.04 1.62 0.30 -0.60
C 1.52 -2.07 0.10 -0.92
C 1.46 0.84 1.25 -1.01
N -0.91 -1.42 1.45 -0.60
O -0.64 -0.15 -2.38 -0.12
O -2.08 1.19 -0.65 -0.11
Si 0.74 -1.06 1.55 0.41
Si -1.67 -0.25 -1.19 0.35
H 0.95 0.43 -3.77 0.24
H 1.45 -0.44 -2.18 0.15
H 0.67 1.20 -2.13 0.25
H -2.67 2.52 0.87 0.24
H -2.91 0.82 1.04 0.22
H -3.94 1.52 -0.21 0.30
H 0.93 -1.94 -0.78 0.10
H 2.62 -1.63 -0.21 0.20
H 1.55 -3.07 0.17 0.49
H 2.26 0.73 0.68 0.39
H 0.69 1.49 0.72 0.14
H 1.71 1.22 2.27 0.29
H -1.64 -0.85 1.88 0.19
H 1.14 -1.21 2.92 -0.25
H -2.62 -1.38 -1.29 -0.04
```

For the HOMO-LUMO gap, the calculation gives 7.915 eV. The relative energy (zero: lowest compared OMol25 entry of this formula, charge and spin) comes out at 476.53 kJ/mol.

3.
Molecular formula: C5H13NO
Method: DFT, ωB97M-V/def2-TZVPD

The geometry in XYZ format:
```
20
Properties=species:S:1:pos:R:3:lowdin_spin:R:1
C -2.08 -0.51 0.86 0.07
N -1.29 -1.21 -1.79 0.03
C -0.31 -0.86 -0.85 0.08
C -0.65 -0.49 0.40 0.05
C 0.40 -0.29 1.47 0.09
C 1.07 -0.77 -1.43 0.13
H -2.49 0.51 1.02 0.02
H -2.22 -1.04 1.81 0.01
H -2.76 -1.05 0.20 0.01
H -1.94 -1.92 -1.49 0.01
H -1.06 -1.28 -2.77 0.02
H 0.56 -1.27 1.99 0.02
H 0.06 0.35 2.26 0.02
H 1.38 -0.03 1.00 0.02
H 1.12 0.23 -1.89 0.04
H 1.79 -1.01 -0.67 0.01
H 1.26 -1.42 -2.29 0.02
H 1.70 2.84 0.63 0.07
H 2.09 4.26 1.28 0.05
O 2.38 3.37 1.08 0.22
```

The spin multiplicity is 2. The expectation value of S² is 0.7504. For the HOMO-LUMO gap (spin up / spin down), the calculation gives 2.604 / 8.131 eV. The total charge is -1. The relative energy (zero: lowest compared OMol25 entry of this formula, charge and spin) comes out at 125.34 kJ/mol.

4.
Molecular formula: C3H14NO2
Method: DFT, ωB97M-V/def2-TZVPD

The geometry in XYZ format:
```
20
Properties=species:S:1:pos:R:3:lowdin_spin:R:1
C -2.58 0.03 0.35 0.01
C -1.28 0.46 1.02 0.02
C -0.24 1.00 0.06 0.06
N -0.73 -0.76 1.78 0.00
H -3.33 -0.20 1.11 0.00
H -2.42 -0.80 -0.34 0.00
H -2.92 0.92 -0.17 0.00
H -1.54 1.16 1.82 0.01
H -0.19 0.31 -0.82 0.03
H -0.56 2.01 -0.20 0.00
H 0.76 1.16 0.49 0.01
H -1.23 -0.91 2.66 0.00
H 0.26 -0.65 1.98 0.00
H -0.78 -1.59 1.20 0.00
H 3.33 1.75 -1.93 0.00
H 3.76 0.52 -1.20 0.00
O 2.97 0.95 -1.53 0.00
H 1.22 -2.29 -1.88 0.01
H 1.67 -0.76 -1.62 0.00
O 1.09 -1.51 -1.26 0.84
```

The spin multiplicity is 2. The expectation value of S² is 0.7545. For the HOMO-LUMO gap (spin up / spin down), the calculation gives 11.584 / 3.813 eV. The total charge is +2. The relative energy (zero: lowest compared OMol25 entry of this formula, charge and spin) comes out at 33.50 kJ/mol.

5.
Molecular formula: C6H12N4O
Method: DFT, ωB97M-V/def2-TZVPD

The geometry in XYZ format:
```
23
Properties=species:S:1:pos:R:3:mulliken_charge:R:1
C -1.30 -1.53 -0.18 -0.12
C -2.22 0.54 0.45 0.20
C 1.52 0.67 -0.36 -0.90
C 0.62 -0.30 1.29 -0.53
C 0.17 0.36 0.02 0.80
C -1.15 2.31 -0.83 -0.92
N -2.23 -0.86 0.49 0.01
N -0.93 1.08 -0.15 0.15
N -1.46 -2.80 -0.44 -0.26
N 2.02 -0.24 0.78 -0.01
O -3.11 1.29 0.77 -0.42
H 1.98 0.55 -1.38 0.36
H 1.99 1.73 -0.10 0.38
H 0.42 0.31 2.17 0.34
H 0.30 -1.42 1.40 0.34
H -0.42 2.80 -1.44 0.42
H -2.06 2.27 -1.53 0.34
H -1.63 3.04 -0.13 0.38
H -3.14 -1.27 0.69 0.32
H -0.77 -3.34 -0.91 0.26
H -2.15 -3.26 0.04 0.21
H 2.34 -1.05 0.35 0.33
H 2.72 0.10 1.37 0.31
```

For the HOMO-LUMO gap (spin up / spin down), the calculation gives 7.865 / 7.867 eV. The total charge is +2. The relative energy (zero: lowest compared OMol25 entry of this formula, charge and spin) comes out at 339.22 kJ/mol.

6.
Molecular formula: C28H44Cl5N11O3PSr
Method: DFT, ωB97M-V/def2-TZVPD

The geometry in XYZ format:
```
93
Properties=species:S:1:pos:R:3:mulliken_charge:R:1
Sr 0.64 0.04 0.46 0.76
N -0.11 2.50 -0.28 -0.17
C -0.49 3.38 0.83 -0.47
C 0.72 3.63 1.72 -1.66
N 1.39 2.40 2.16 1.25
C 2.85 2.49 2.02 -0.57
C 3.33 2.52 0.58 -1.24
N 2.85 1.36 -0.19 0.16
C 1.08 2.08 3.56 -0.85
C -0.40 1.87 3.80 -1.12
N -0.91 0.80 2.93 -0.03
H 0.70 2.88 -0.77 0.14
H -0.84 2.47 -0.99 0.19
H -1.28 2.89 1.39 0.22
H -0.87 4.35 0.49 0.52
H 0.43 4.24 2.58 0.35
H 1.44 4.24 1.16 0.44
H 3.28 1.61 2.50 0.20
H 3.26 3.37 2.54 0.27
H 4.42 2.59 0.58 0.53
H 2.97 3.42 0.07 0.42
H 3.40 0.54 0.07 -0.10
H 3.02 1.50 -1.18 0.13
H 1.43 2.88 4.23 0.30
H 1.62 1.17 3.82 0.39
H -0.96 2.78 3.59 0.35
H -0.55 1.65 4.86 0.62
H -1.93 0.80 2.95 0.09
H -0.65 -0.11 3.32 -0.03
N -0.81 1.21 -3.10 -0.01
C 0.45 0.80 -3.44 0.26
N 0.91 1.17 -4.62 -0.73
C 2.13 0.72 -4.90 0.28
N 2.70 1.13 -6.04 -0.34
N 2.84 -0.13 -4.13 -0.76
C 2.28 -0.43 -2.98 -0.05
N 1.11 0.05 -2.53 0.61
C 3.01 -1.43 -2.13 0.61
C 4.19 -1.99 -2.60 -0.75
C 4.78 -2.99 -1.86 -0.66
C 4.17 -3.41 -0.69 -1.06
C 3.01 -2.77 -0.28 -0.74
N 2.44 -1.78 -0.97 0.91
H -1.31 1.60 -3.88 0.29
H -1.36 0.59 -2.52 0.15
H 2.21 1.76 -6.65 0.25
H 3.62 0.79 -6.29 0.24
H 4.60 -1.65 -3.53 0.57
H 5.71 -3.45 -2.19 0.45
H 4.59 -4.21 -0.09 0.49
H 2.52 -3.05 0.64 0.60
Cl 4.68 -0.42 1.90 -0.19
C 3.41 -1.23 2.84 -0.40
C 2.11 -1.25 2.34 0.34
C 1.27 -2.03 3.11 0.39
Cl -0.38 -2.34 2.47 -0.06
C 1.59 -2.66 4.31 -0.39
Cl 0.42 -3.57 5.20 -0.18
C 2.89 -2.54 4.79 0.51
Cl 3.34 -3.27 6.27 -0.18
C 3.82 -1.83 4.03 -0.33
Cl 5.45 -1.72 4.59 -0.19
C -0.87 -4.17 -2.50 -1.38
C -0.66 -3.09 -1.54 0.09
N -0.49 -2.23 -0.80 0.21
H -1.82 -4.66 -2.31 0.37
H -0.07 -4.90 -2.41 0.41
H -0.87 -3.77 -3.52 0.33
C -5.08 2.48 -1.43 -1.16
C -4.40 2.26 -0.10 -0.01
O -4.33 0.86 0.20 -0.39
P -2.89 0.14 0.07 1.13
O -3.27 -1.27 0.75 -0.21
C -3.91 -1.34 2.04 -0.19
C -5.30 -1.90 1.89 -1.46
O -2.83 -0.32 -1.48 -0.66
C -3.81 -1.22 -2.05 -0.11
C -3.76 -1.10 -3.55 -1.27
H -5.17 3.55 -1.64 0.45
H -6.08 2.05 -1.42 0.31
H -4.50 2.02 -2.23 0.15
H -4.95 2.73 0.72 0.36
H -3.39 2.69 -0.10 -0.05
H -3.95 -0.34 2.49 0.28
H -3.29 -1.97 2.67 0.36
H -5.92 -1.24 1.28 0.27
H -5.77 -2.00 2.87 0.43
H -5.26 -2.88 1.42 0.33
H -4.80 -0.96 -1.66 0.25
H -3.57 -2.23 -1.71 0.21
H -3.97 -0.08 -3.87 0.26
H -4.51 -1.75 -4.01 0.44
H -2.78 -1.38 -3.94 0.24
```

For the HOMO-LUMO gap, the calculation gives 8.176 eV. The total charge is +1. The relative energy (zero: lowest compared OMol25 entry of this formula, charge and spin) comes out at 21.77 kJ/mol.

- Number 1 is which compound?
  C39H104O13